Record 1
28
Properties=species:S:1:pos:R:3:forces:R:3 method="wB97M-V/def2-TZVPD" smiles=Cc1c[nH]c2ccccc12.CCO relative_energy_kj_mol=220.88 charge=0 energy_ha=-558.061711 fmax_ev_per_a=7.71 e_homo_ev=-7.81 orbital_gap_ev=8.74
C 1.277 -2.298 -0.931 -0.1 2.8 -0.3
C 1.930 -1.452 0.204 1.4 -2.2 -1.1
O 1.816 -2.384 -2.240 0.9 0.2 -0.4
H 1.312 -3.240 -0.500 -1.1 -2.2 0.3
H 0.308 -1.769 -1.164 0.3 -1.4 1.0
H 1.685 -0.456 0.018 -0.2 1.8 0.6
H 2.716 -2.050 -2.309 0.0 0.0 0.3
H 3.022 -1.610 0.342 -0.3 0.3 -0.7
H 1.597 -1.945 1.108 -0.8 0.7 0.4
C -2.391 -1.163 1.069 -1.9 -0.3 0.8
C -0.939 0.878 0.468 2.8 0.4 -0.7
C -1.833 -0.159 0.135 -1.5 -0.4 -2.9
C -0.471 1.533 -0.710 -1.6 -0.2 -0.9
C -2.088 -0.030 -1.236 -0.6 0.2 -1.9
C -0.205 1.121 1.657 -1.8 -1.0 2.0
C 0.424 2.668 -0.578 -0.4 -1.4 -2.7
C 0.684 2.123 1.824 0.0 0.8 -1.9
C 0.947 2.881 0.629 2.5 1.5 3.3
N -1.204 0.914 -1.813 0.1 0.2 7.7
H -0.489 0.553 2.562 0.2 0.1 -0.6
H -1.714 -1.111 1.944 -0.6 -0.9 -0.3
H -2.700 -2.207 0.703 1.5 1.4 0.2
H -2.949 -0.379 -2.012 2.4 0.2 2.4
H -1.078 1.110 -2.712 0.3 0.9 -4.3
H 0.858 3.260 -1.421 -0.9 -0.7 0.6
H 1.152 2.383 2.777 -0.1 -0.3 -0.5
H 1.744 3.667 0.788 -1.1 -0.7 -0.6
H -3.412 -0.836 1.400 0.8 0.1 0.2

Record 2
14
Properties=species:S:1:pos:R:3:forces:R:3 method="wB97M-V/def2-TZVPD" relative_energy_kj_mol=407.95 charge=+1 energy_ha=-316.310848 fmax_ev_per_a=5.44 e_homo_ev=-12.30 orbital_gap_ev=9.12
C 1.128 -0.087 -0.203 -2.6 1.4 0.1
N -0.400 0.927 -0.400 4.6 0.7 -2.8
N 1.129 -1.403 -0.292 1.6 1.1 0.1
N 1.969 0.756 0.300 4.3 -0.8 1.0
N -2.176 -0.418 0.073 -1.2 -1.2 -1.3
N -1.364 0.660 0.363 -2.0 0.3 2.3
H -0.583 0.960 -1.457 0.1 -0.4 2.2
H 0.226 -1.637 -0.642 -0.2 -1.6 -0.3
H 1.980 -2.021 -0.192 -1.6 0.7 -0.1
H 2.995 0.505 0.629 -2.8 0.4 -0.9
H 1.805 1.755 0.315 -0.5 -0.3 -0.2
H -2.732 -0.135 -0.796 0.2 -0.9 2.2
H -2.687 -0.708 0.930 0.0 0.4 -1.4
H -1.290 0.846 1.370 0.3 0.3 -0.9

Record 3
14
Properties=species:S:1:pos:R:3:forces:R:3 method="wB97M-V/def2-TZVPD" relative_energy_kj_mol=275.93 charge=+1 energy_ha=-266.046578 fmax_ev_per_a=6.07 e_homo_ev=-14.72 orbital_gap_ev=11.10
C 1.476 2.522 -0.024 0.9 0.9 -2.2
C 0.557 1.647 0.084 -1.6 -1.9 -0.5
N -0.173 0.625 -0.021 1.1 1.2 0.4
N 1.031 -1.689 0.124 2.2 -1.5 1.3
O -2.703 -0.164 -0.119 5.2 -0.9 -0.9
H 0.384 -2.486 -0.028 0.8 0.5 0.2
H 1.714 2.728 -1.140 -0.2 -0.2 2.0
H 2.015 3.061 0.738 -0.2 0.1 0.2
H 0.296 -0.333 0.059 0.9 -0.4 -0.1
H -1.175 0.464 -0.150 -0.8 1.3 0.2
H 1.856 -1.825 -0.539 -1.5 0.2 1.1
H -3.565 -0.059 0.016 -5.8 1.4 1.1
H 1.464 -1.811 1.127 -1.2 0.1 -2.5
H -2.662 -1.073 -0.390 0.3 -0.8 -0.3